1.
Molecular formula: CH2N4O
Method: DFT, the ωB97M-V functional and the def2-TZVPD basis

- charge = 0
- Kohn-Sham gap (eV) = 10.80
- energy relative to the best compared isomer or geometry (same formula, charge and spin) (kJ/mol) = 317.5
- E_HOMO (eV) = -10.78
- structure (SMILES) = On1cnnn1
- calculated total energy (eV) = -9073.00715

XYZ file:
```
8
CH2N4O (the ωB97M-V functional and the def2-TZVPD basis)
H 0.265 1.929 1.227
N -0.272 -1.608 0.822
H 0.320 -0.050 -1.999
N -0.399 -0.366 1.202
O -0.054 1.716 0.122
C 0.201 -0.382 -0.925
N 0.076 -1.596 -0.518
N -0.137 0.358 0.069
```

2.
Molecular formula: C31H34AsCl2MnN4OS2
Method: DFT, the ωB97M-V functional and the def2-TZVPD basis

- charge = +2
- Kohn-Sham gap (alpha / beta) (eV) = 4.27 / 6.18
- multiplicity = 5
- energy relative to the best compared isomer or geometry (same formula, charge and spin) (kJ/mol) = 78.8
- E_HOMO (alpha / beta) (eV) = -12.90 / -12.89
- calculated total energy (eV) = -179565.58462

XYZ file:
```
76
C31H34AsCl2MnN4OS2 (the ωB97M-V functional and the def2-TZVPD basis)
H -1.020 -2.674 -4.141
C -1.946 -1.153 3.758
C -0.956 0.805 4.765
H -1.974 -6.834 2.701
C 3.693 5.379 -1.693
H -5.498 -4.421 2.412
H 0.566 1.776 3.606
H 5.749 4.819 -2.145
H -2.647 -1.975 3.817
H -0.891 1.503 5.588
H 3.919 6.446 -1.598
C -1.136 -1.007 2.635
C -1.481 1.174 -4.109
C -1.685 -4.831 1.990
S 0.200 1.559 -1.976
N 3.905 2.440 -0.544
H 4.547 3.684 -2.767
C 3.448 -3.376 1.162
H 4.345 -3.720 1.677
C -2.135 0.407 -5.059
C -3.797 -1.216 -2.038
C -4.429 -4.536 2.294
H -2.489 -0.382 5.681
H 3.642 0.020 2.558
C 3.744 4.894 -0.251
C -0.142 0.957 3.652
H -1.924 0.724 0.713
H 4.771 5.247 -3.545
C 2.069 3.116 0.401
C -3.165 0.863 -1.021
H 1.529 5.707 -1.657
H 2.243 5.702 -3.261
Mn 1.263 0.084 -0.628
O 2.196 -1.251 0.406
C -3.667 -3.473 1.832
Cl -1.687 2.887 -4.056
C 3.628 -1.068 2.575
C 2.292 5.234 -2.280
H -2.488 -1.563 -5.818
C -1.854 -0.255 4.815
C -1.150 -1.601 -4.150
H -3.011 -2.993 -1.141
H 2.027 4.181 -2.418
H -4.149 -2.533 1.593
H 3.097 5.501 0.382
H 1.323 3.767 0.824
H 3.375 -3.854 0.188
N 2.015 1.800 0.314
C -3.860 0.171 -2.002
C -0.231 0.044 2.610
H 2.550 -3.549 1.753
C -2.345 -1.224 -0.109
H 4.750 4.899 0.162
C -0.646 0.577 -3.172
H -3.226 1.944 -0.972
Cl 0.536 -1.538 -2.013
C -2.448 -5.892 2.459
H 2.738 -1.440 3.082
H -2.776 0.896 -5.779
C -3.041 -1.909 -1.103
N 3.230 3.509 -0.097
C -2.290 -3.617 1.678
H -4.351 -1.764 -2.790
N 3.180 1.426 -0.286
H 0.418 0.188 1.752
H -4.467 0.708 -2.720
C -1.969 -0.971 -5.078
S 3.612 -1.633 0.897
C -3.819 -5.744 2.610
H 4.541 -1.436 3.043
C 4.753 4.740 -2.581
H -0.616 -4.956 1.862
C -0.520 -0.792 -3.235
C -2.413 0.167 -0.080
As -1.140 -2.193 1.090
H -4.414 -6.571 2.971
```

3.
Molecular formula: C11H15N
Method: DFT, the ωB97M-V functional and the def2-TZVPD basis

- charge = 0
- Kohn-Sham gap (eV) = 8.92
- energy relative to the best compared isomer or geometry (same formula, charge and spin) (kJ/mol) = 208.1
- E_HOMO (eV) = -7.98
- structure (SMILES) = Cc1c[nH]c2ccccc12.CC
- calculated total energy (eV) = -13138.63401

XYZ file:
```
27
C11H15N (the ωB97M-V functional and the def2-TZVPD basis)
C -3.123 3.457 -2.033
H -2.837 4.477 -2.059
C 1.615 1.289 -0.509
H -0.655 -3.497 2.335
C 2.170 0.162 -1.058
H 0.961 -3.905 2.987
N 2.460 -2.406 -0.609
H -3.284 2.741 0.138
H 2.793 0.010 -1.996
H -0.357 -0.131 1.963
C 1.106 -1.197 0.799
H 1.992 -4.259 0.247
H 0.334 2.068 1.051
C 0.313 -3.017 2.487
C -2.727 2.609 -0.857
C 0.424 -0.004 1.203
C 1.955 -1.136 -0.421
H -3.022 1.480 -1.098
H 1.764 2.217 -1.040
H 0.103 -2.389 3.363
H 2.907 -2.744 -1.478
C 1.076 -2.523 1.303
C 0.778 1.174 0.626
H -4.112 3.167 -2.277
C 1.858 -3.245 0.436
H -1.648 2.597 -0.597
H -2.845 3.006 -2.907
```

4.
Molecular formula: C29H40BaNO8P3Sb
Method: DFT, the ωB97M-V functional and the def2-TZVPD basis

- charge = +1
- Kohn-Sham gap (eV) = 8.59
- energy relative to the best compared isomer or geometry (same formula, charge and spin) (kJ/mol) = 0.0
- E_HOMO (eV) = -10.98
- calculated total energy (eV) = -83693.23867

XYZ file:
```
83
C29H40BaNO8P3Sb (the ωB97M-V functional and the def2-TZVPD basis)
H 3.865 -1.574 -2.988
H 4.586 0.579 0.767
H -1.519 -2.739 -2.679
C 3.991 -2.668 1.436
H -0.166 -0.737 -2.086
H -3.063 -4.012 2.724
H -1.462 0.324 -2.727
C -2.013 -3.857 2.927
N -1.528 -1.874 -0.090
O -3.889 2.424 2.451
H 1.894 -4.089 -3.554
H -1.328 5.634 2.564
C -1.001 -0.669 -2.788
C 0.678 -3.476 3.418
O 0.470 5.094 0.345
C -3.167 -1.663 -3.552
H -0.565 -0.763 -3.783
C 1.596 -3.317 -1.574
C 5.202 -2.323 2.026
H 4.127 0.128 4.099
H 6.199 -1.058 3.442
C 1.620 -4.934 0.205
P 1.225 -2.244 0.950
C -3.516 -2.921 -0.815
C -1.773 4.657 2.753
O 0.650 2.854 1.549
C 1.502 -3.610 -0.216
H 2.907 2.862 -2.740
H -1.172 4.131 3.496
C 2.890 -0.986 2.752
H -2.096 -4.768 4.863
H 4.426 2.044 -3.163
C 0.148 -3.031 2.212
C 1.841 -5.943 -0.719
Sb 3.032 0.492 -1.443
H 4.504 -1.755 -1.346
H 0.073 2.421 2.224
H -3.699 -0.718 -3.423
H -4.647 1.985 2.048
C 1.819 -4.326 -2.500
H 1.734 -3.348 3.615
H 2.114 -6.429 -2.791
C 4.319 -1.046 -2.151
C 3.357 1.907 -3.009
H 1.985 -0.464 3.056
H 1.934 -6.968 -0.386
H -3.404 -3.739 -1.528
P -0.236 3.855 0.614
H -3.306 5.116 0.935
H 3.960 -3.458 0.696
C -1.904 -2.781 0.728
H 1.497 -2.290 -1.906
C -0.121 -4.091 4.374
C 5.255 -1.321 2.982
H -2.773 4.782 3.171
H 3.966 2.209 0.448
H -3.086 -0.786 -0.966
H 0.320 -4.425 5.304
P -2.514 2.148 1.714
C -1.226 -3.222 1.972
C -1.468 -4.284 4.128
C -2.579 -1.746 -1.124
C -2.023 -1.775 -2.546
H 5.327 1.581 -0.503
H -2.790 -1.697 -4.574
O -2.713 1.502 0.353
C 1.942 -5.639 -2.071
O -2.715 4.501 0.486
H 5.259 -0.597 -2.469
H -4.565 -2.653 -0.726
Ba -0.156 0.601 0.368
H -3.889 -2.473 -3.442
O -1.499 1.428 2.582
O -3.064 -3.402 0.471
C 4.092 -0.653 3.351
C -1.876 3.868 1.449
O -0.543 3.011 -0.744
C 2.822 -2.004 1.795
H -1.463 2.659 -0.719
H 1.536 -5.179 1.258
C 4.391 1.317 -0.012
H 2.902 1.555 -3.934
H 6.105 -2.846 1.740
```

5.
Molecular formula: C7H34NO10
Method: DFT, the ωB97M-V functional and the def2-TZVPD basis

- charge = +1
- Kohn-Sham gap (eV) = 8.98
- energy relative to the best compared isomer or geometry (same formula, charge and spin) (kJ/mol) = 255.6
- E_HOMO (eV) = -11.50
- calculated total energy (eV) = -29768.38864

XYZ file:
```
52
C7H34NO10 (the ωB97M-V functional and the def2-TZVPD basis)
H -1.921 3.969 1.505
H 1.946 -0.115 2.789
C 0.189 0.102 -1.436
H 1.445 -2.166 0.809
C -0.710 -0.652 0.717
H 1.062 3.482 1.083
H 2.369 -1.322 -0.147
H -1.289 3.014 2.367
C -3.060 0.143 0.726
H -0.126 -0.070 -3.546
H -3.834 0.901 0.578
H 0.886 -3.558 3.348
O 2.021 3.466 1.215
H -0.048 0.491 3.044
H 1.521 -2.381 -1.082
H 0.118 -3.511 -0.330
O 0.725 -3.000 2.574
H 1.236 0.099 -1.747
H -2.429 3.591 -2.414
O -2.725 2.699 -2.637
H 3.674 0.525 -1.496
C 0.184 -0.828 -0.239
H -0.736 -1.549 -2.749
O -0.098 -3.878 -1.188
H -0.016 -4.799 -1.434
H -0.856 -1.333 1.549
H -1.673 -3.226 -1.950
N -2.029 0.080 -2.656
H -3.137 -3.564 -1.707
H 4.684 2.164 0.766
C 1.353 -1.748 -0.189
H 3.186 1.805 0.738
O 2.297 -0.989 3.016
H -2.638 -0.586 -2.135
H 3.062 1.882 -1.715
H 3.120 -1.056 2.508
H -2.068 0.953 -2.129
O 4.067 1.479 0.491
C -1.750 0.398 0.734
O 0.367 1.228 3.513
O -2.570 -2.820 -1.937
C -0.609 -0.428 -2.620
H -1.302 1.375 0.726
H -2.301 0.143 -3.627
O 2.988 0.968 -2.010
H 0.669 0.907 4.369
H 2.066 3.981 2.034
H 1.405 -2.278 2.797
O -1.797 3.003 1.532
H -0.027 1.168 -1.272
H -3.609 2.702 -2.241
H -3.281 -0.864 1.106
```

6.
Molecular formula: C3H8N2
Method: DFT, the ωB97M-V functional and the def2-TZVPD basis

- charge = -1
- Kohn-Sham gap (alpha / beta) (eV) = 2.12 / 6.79
- multiplicity = 2
- energy relative to the best compared isomer or geometry (same formula, charge and spin) (kJ/mol) = 150.7
- E_HOMO (alpha / beta) (eV) = 1.65 / -3.14
- calculated total energy (eV) = -6217.56824

XYZ file:
```
13
C3H8N2 (the ωB97M-V functional and the def2-TZVPD basis)
H -1.370 -2.665 0.420
H 0.199 -2.491 -0.491
N -2.471 -0.471 -0.629
H 3.045 0.952 0.975
H -2.909 -0.816 0.205
C -1.245 -1.027 -0.955
H 3.646 2.677 0.626
C -0.793 -2.110 -0.302
C 2.815 2.015 0.841
N 1.596 2.447 1.003
H 0.970 1.691 1.193
H -2.746 0.350 -1.107
H -0.738 -0.553 -1.778
```

7.
Molecular formula: C3H8N2
Method: DFT, the ωB97M-V functional and the def2-TZVPD basis

- charge = 0
- Kohn-Sham gap (eV) = 9.92
- energy relative to the best compared isomer or geometry (same formula, charge and spin) (kJ/mol) = 457.0
- E_HOMO (eV) = -9.06
- calculated total energy (eV) = -6217.11027

XYZ file:
```
13
C3H8N2 (the ωB97M-V functional and the def2-TZVPD basis)
H -2.049 0.739 1.704
N -0.232 1.068 0.644
H 0.927 -1.351 -0.726
H -0.668 0.348 -1.305
C 0.183 0.714 -0.729
N -1.681 -0.991 0.698
C -1.348 0.215 1.030
H 0.624 1.582 -1.189
C 1.307 -0.330 -0.705
H 2.045 -0.185 0.084
H 1.932 -0.253 -1.600
H -0.957 -1.699 0.775
H -0.082 0.143 1.320
```